(1)
ORCA calculation (the ωB97M-V functional and the def2-TZVPD basis) on a molecular structure, C22H27AlN8O11PS2 in a non-equilibrium geometry.

```
! RIJCOSX wB97M-V def2-TZVPD def2/J DEFGRID3
* xyz -1 1
S -2.15981 2.43705 -0.52061
S -2.45944 0.30788 -0.64178
P -0.80685 -3.16321 -0.17174
Al -0.06433 0.70605 0.15094
O 0.01194 -1.59128 -2.27230
O 2.94773 1.26276 2.48857
O 1.52858 1.04772 0.72118
O -0.01134 2.58306 -3.82893
O 0.82843 0.78323 6.50740
O -2.02150 2.84165 -1.90806
O -0.79673 2.49745 0.20332
O 0.82417 4.70233 4.06867
O 1.66532 2.39394 5.18347
O -3.15223 3.10648 0.32617
O 0.32677 0.54249 -1.59150
N 1.35542 -4.69033 0.81668
N -1.36447 -0.29752 2.96607
N 0.39538 5.66400 0.76923
N 1.47244 3.90930 -0.44171
N 1.39914 4.06237 1.92139
N -0.89019 -5.46585 1.57852
N -0.40240 0.11340 2.12793
N -0.24019 -5.86645 -0.70781
C 1.85154 0.99931 2.03313
C 0.64220 1.48476 -5.82453
C -0.41216 -0.88084 -4.89057
C 0.19792 6.10433 2.15901
C -0.97978 -6.38745 0.47157
C -0.19699 -0.73674 -6.26250
C -1.55559 -4.16852 1.24145
C 0.84243 4.89706 2.84540
C 0.50113 0.41019 -6.69764
C 0.51544 -5.19047 1.98828
C -1.00637 -0.04246 4.24387
C -0.83730 -4.70999 -1.31124
C 0.97294 -3.33495 0.41431
C 0.94227 1.26946 5.38486
C 0.63982 0.53251 2.87235
C -0.10197 0.13907 -3.97587
C 0.19286 0.62446 4.23554
C 1.06051 4.52218 0.73302
C -0.25839 6.31311 -0.35631
C 1.16940 -5.64402 -0.35561
C 0.05463 -0.36833 -2.47901
C 0.13241 1.41429 -4.50898
H 0.78121 7.04931 2.30840
H 1.63182 -2.96627 -0.39505
H -1.33054 6.20136 -0.23083
H 0.90928 4.02924 -1.31203
H 1.34909 3.03382 4.54662
H -1.59719 -0.33593 5.07817
H 1.74910 2.93131 -0.24795
H 1.09088 2.43474 -6.12815
H 1.68539 -5.22190 -1.20732
H -0.54679 -1.47436 -7.00202
H 0.81759 0.54977 -7.71554
H -1.88596 -4.88697 -1.54212
H -1.99517 -6.60462 0.21347
H -0.80109 2.56706 -3.18464
H -0.24612 -4.47951 -2.19398
H -0.03407 7.36873 -0.34029
H 0.96355 -6.05352 2.49276
H -0.85503 6.39419 2.41360
H 1.09625 -2.63251 1.30277
H 0.50320 -4.38166 2.76650
H -0.47312 -7.33511 0.79235
H -1.58771 -3.58217 2.16790
H 1.65443 -6.59335 -0.14167
H -2.60552 -4.30006 0.93061
H -0.84829 -1.79417 -4.50162
H -2.22920 -0.78462 2.65980
H 0.05116 5.73369 -1.23539
*
```

The lowest unoccupied orbital energy comes out at 2.1668 eV. The value obtained for the max |F| is 3.15 eV/A. As for the energy relative to the best compared isomer or geometry (same formula, charge and spin): 16.9 kcal/mol. The HOMO energy comes out at -5.91 eV. The orbital gap comes out at 8.08 eV.

These are the Löwdin partial charges, in e, on atoms 1 to 2: S 0.27; S 0.40

***

(2)
ORCA calculation (the ωB97M-V functional and the def2-TZVPD basis) on a molecular structure, C22H27BF4MnN2O11P2S.

```
! RIJCOSX wB97M-V def2-TZVPD def2/J DEFGRID3
* xyz -2 6
Mn -1.00620 0.82588 1.13960
S 1.03990 -1.64689 -0.81900
P -2.84672 2.15548 -1.84325
P -3.22969 -0.78767 -1.09911
F -1.69617 -1.43628 4.85937
F -1.72362 -0.45142 2.76655
F -2.50841 -2.59931 3.04204
F -3.70584 -0.81390 3.90413
O -2.85431 -0.43028 0.29096
O 0.95984 2.15686 -0.25054
O -4.11003 -1.91964 -1.50456
O 0.87766 0.65231 2.29246
O -1.19306 2.66507 2.01780
O -0.40236 4.22846 3.40810
O -1.92027 -0.86133 -2.06894
O -1.77851 1.95165 -0.83249
O 2.85278 1.01157 3.28010
O -2.58531 2.33209 -3.32014
O -3.73223 3.42093 -1.33910
N -4.19115 0.38517 -3.31818
N 0.03671 -0.98567 0.16413
C 0.64755 3.53338 0.04057
C 1.35379 -5.71514 -0.97101
C 2.98089 -1.40247 1.12091
C 2.72576 -1.57756 -0.22739
C -0.83305 -5.14015 -0.15068
C -0.30628 3.49312 2.42552
C 0.74228 -3.41930 -0.67954
C 2.93843 3.31735 -0.57450
C 1.72807 4.26916 -0.76358
C 0.09631 -6.09945 -0.51794
C 2.10685 2.62428 1.71792
C -4.03312 0.71653 -1.83641
C 1.90765 1.34451 2.54009
C 2.30163 2.18969 0.25309
C 4.29544 -1.22519 1.53168
C -5.38959 0.97704 -1.20610
C -0.51679 -3.78898 -0.23570
C 0.94453 3.65599 1.54956
C 5.05693 -1.41156 -0.75122
C 3.74302 -1.56052 -1.17397
C 5.32720 -1.24388 0.60194
C 1.68213 -4.36981 -1.05507
B -2.42951 -1.33965 3.67117
H 2.66781 -4.06639 -1.38791
H -3.50464 3.58063 -0.41308
H 2.16985 -1.30081 1.83461
H 0.03658 -1.44551 1.07763
H -5.91165 1.80443 -1.69436
H 1.31337 4.65329 1.78607
H -3.52541 1.09243 -3.75419
H 4.49324 -1.01288 2.57284
H -5.25373 1.23963 -0.15746
H 2.77275 1.21723 0.13404
H 5.86035 -1.38809 -1.47741
H -0.15290 -7.15110 -0.44299
H 3.77513 3.77752 -0.04517
H 2.08515 -6.46425 -1.25044
H -0.37704 3.73818 -0.24545
H 1.90539 5.27650 -0.38271
H 6.34760 -1.08514 0.93061
H 1.43517 4.33705 -1.81228
H 3.30381 2.93776 -1.53106
H -1.81231 -5.43079 0.20769
H -1.23614 -3.02922 0.04866
H 3.00505 3.09903 2.10631
H -1.19461 -0.41550 -1.59980
H -3.90942 -0.58025 -3.49072
H 3.50286 -1.64449 -2.22878
H -5.99869 0.06994 -1.24153
H -5.15070 0.51032 -3.62235
*
```

The lowest unoccupied orbital energy (spin up / spin down) comes out at 3.9421 / 3.9418 eV. The value obtained for the max |F| is 0.36 eV/A. As for the energy relative to the best compared isomer or geometry (same formula, charge and spin): 35.6 kcal/mol. The HOMO energy (spin up / spin down) comes out at -2.87 / -3.24 eV. The orbital gap (spin up / spin down) comes out at 6.82 / 7.19 eV. The expectation value of S² is 8.752.

These are the Löwdin partial charges, in e, on atoms 1 to 2: Mn 0.95; S 1.05

***

- Which formula does entry 1 have?
  C22H27AlN8O11PS2

***

- Among the records above, which one has the lowest energy relative to the best compared isomer or geometry (same formula, charge and spin)?
  C22H27AlN8O11PS2

***

- max |F| of number 2 (C22H27BF4MnN2O11P2S)?
  0.36 eV/A